1.
The following is a quantum chemistry calculation of a molecular structure, C8H6AsBrF6N4O2, from OMol25.

The geometry in XYZ format:
```
28
Properties=species:S:1:pos:R:3
O -1.003 -3.459 2.027
C -1.036 -3.022 0.922
O 0.215 -3.195 0.157
N 0.600 -1.935 -0.145
N 0.968 -1.552 -1.328
N 1.267 -0.268 -1.378
C 1.060 0.166 -0.062
Br 1.296 1.981 0.541
N 0.662 -0.903 0.713
C -2.259 -2.292 0.356
C -3.437 -2.207 1.250
C -4.619 -1.531 0.757
C -4.691 -0.898 -0.571
C -3.531 -0.969 -1.466
C -2.346 -1.690 -0.972
H 0.473 -0.846 1.719
H -3.416 -2.647 2.272
H -5.526 -1.476 1.403
H -5.605 -0.379 -0.938
H -3.581 -0.516 -2.484
H -1.488 -1.761 -1.680
F 6.713 3.748 -0.838
As 5.149 4.204 -0.158
F 5.573 5.911 -0.300
F 5.839 4.165 1.469
F 3.567 4.650 0.528
F 4.710 2.484 -0.011
F 4.447 4.239 -1.782
```

Properties
highest occupied orbital energy: -10.949 eV
orbital gap: 8.101 eV

***

2.
The following is a quantum chemistry calculation of 2 unconnected molecules or ions with the total composition C4H8ClNS, from OMol25.

The geometry in XYZ format:
```
15
Properties=species:S:1:pos:R:3
C 0.422 3.610 1.527
C 1.142 -1.283 0.105
C -1.313 -1.487 -0.555
C -0.099 -0.619 -0.387
N -0.078 0.618 -0.638
S 1.610 2.846 0.631
Cl -1.141 2.957 1.405
H 2.012 -0.647 -0.041
H 1.032 -1.489 1.171
H 1.290 -2.232 -0.405
H -1.451 -1.708 -1.615
H -2.203 -0.963 -0.209
H -1.212 -2.425 -0.016
H 0.946 1.795 -0.022
H -0.957 1.026 -0.953
```

Properties
highest occupied orbital energy (spin up / spin down): -6.637 / -9.493 eV
multiplicity: 3
relative energy (zero: lowest compared OMol25 entry of this formula, charge and spin): 18.0 kJ/mol
expectation value of S²: 2.009
orbital gap (spin up / spin down): 7.270 / 8.443 eV

***

Number 1: maximum force 3.77 eV/A. Number 2: maximum force 2.39 eV/A.